[1]
The following is a DFT calculation (ωB97M-V/def2-TZVPD) of a molecular structure, C21H32BO3Sc.

XYZ file:
```
58
C21H32BO3Sc ωB97M-V/def2-TZVPD
Sc 0.05 0.73 -0.87
C 1.97 1.44 0.59
C 2.41 0.50 -0.39
C 2.25 1.09 -1.68
H 2.91 -0.46 -0.19
C 1.70 2.40 -1.48
C 1.60 2.62 -0.07
H 1.28 3.53 0.40
H 1.99 1.27 1.67
H 2.53 0.65 -2.63
H 1.51 3.12 -2.29
C -2.18 0.81 0.10
C -1.50 1.99 0.53
C -1.24 2.79 -0.62
H -1.25 2.24 1.57
C -1.68 2.07 -1.78
C -2.26 0.84 -1.33
H -2.75 0.10 -1.96
H -2.63 0.07 0.74
H -0.80 3.79 -0.65
H -1.69 2.45 -2.80
O 0.45 -1.46 -0.19
C -0.45 0.64 -4.58
C 0.16 -0.30 -3.83
C 0.34 1.87 -4.87
C -1.91 0.56 -4.95
C 0.14 -1.75 -1.47
H 1.18 -0.28 -3.41
H -0.21 -1.36 -3.79
H -0.83 -2.00 -1.74
H 0.97 -2.17 -2.04
H 0.05 2.21 -5.86
H 1.40 1.67 -4.88
H 0.10 2.71 -4.23
H -1.99 0.34 -6.01
H -2.40 1.53 -4.81
H -2.49 -0.22 -4.44
C -1.65 -2.11 3.88
C -0.58 -1.27 3.23
C -0.54 0.03 4.01
O -0.89 -1.02 1.84
B 0.26 -1.33 1.12
O 1.37 -1.54 1.90
C 0.86 -1.96 3.18
C 1.93 -1.51 4.15
C 0.81 -3.49 3.21
H -2.64 -1.62 3.86
H -1.41 -2.25 4.95
H -1.76 -3.12 3.45
H -1.51 0.52 3.99
H -0.29 -0.19 5.06
H 0.21 0.72 3.62
H 1.74 -1.86 5.16
H 2.88 -1.95 3.81
H 2.05 -0.42 4.16
H 0.01 -3.90 2.59
H 1.77 -3.87 2.83
H 0.67 -3.86 4.23
```

As for the HOMO energy: 0.0884 Eh. As for the lowest unoccupied orbital energy: 3.262 eV. As for the charge: -2. Its orbital gap is 0.86 eV. As for the spin multiplicity: 1.



[2]
The following is a DFT calculation (ωB97M-V/def2-TZVPD) of a single CH5IN2S molecule.

XYZ file:
```
10
CH5IN2S ωB97M-V/def2-TZVPD
C 0.95 -1.21 0.28
N -0.75 2.09 -0.51
N 0.51 0.16 -0.05
S -0.72 1.05 0.56
I -2.82 -0.42 -0.04
H 0.41 -1.60 1.14
H 0.97 -2.01 -0.61
H 2.05 -1.23 0.59
H -1.33 2.90 -0.32
H 0.73 0.27 -1.04
```

As for the HOMO energy (spin up / spin down): -0.3187 / -0.3187 Eh. As for the lowest unoccupied orbital energy (spin up / spin down): -0.479 / -0.480 eV. Its orbital gap (spin up / spin down) is 8.19 / 8.19 eV. As for the spin multiplicity: 1.



[3]
The following is a DFT calculation (ωB97M-V/def2-TZVPD) of a single C14H14N4O6S molecule.

XYZ file:
```
39
C14H14N4O6S ωB97M-V/def2-TZVPD
C -4.31 -2.62 0.38
C -5.14 -1.45 -0.15
O -4.86 -1.09 -1.50
C -3.54 -0.75 -1.79
C -2.99 0.40 -1.02
N -3.63 1.18 -0.23
N -2.89 2.08 0.39
C -1.63 2.01 0.10
N -0.72 2.88 0.63
C 0.63 2.73 0.88
O 1.29 3.66 1.25
C 1.19 1.35 0.70
C 2.41 1.19 0.07
C 2.97 -0.07 -0.09
C 4.29 -0.18 -0.79
O 4.86 0.76 -1.29
O 4.75 -1.43 -0.81
C 6.00 -1.63 -1.45
C 2.31 -1.19 0.39
C 1.09 -1.02 1.03
N 0.35 -2.18 1.47
O 0.94 -3.23 1.57
O -0.84 -2.03 1.69
C 0.53 0.24 1.22
S -1.26 0.76 -1.09
H -3.29 -2.31 0.60
H -4.30 -3.43 -0.33
H -4.75 -2.97 1.31
H -5.03 -0.58 0.50
H -6.20 -1.74 -0.19
H -2.86 -1.60 -1.65
H -3.54 -0.50 -2.86
H -1.10 3.77 0.93
H 2.94 2.06 -0.32
H 6.23 -2.68 -1.35
H 6.77 -1.02 -0.98
H 5.93 -1.35 -2.51
H 2.71 -2.18 0.26
H -0.40 0.33 1.76
```

As for the HOMO energy: -0.3539 Eh. As for the lowest unoccupied orbital energy: -1.058 eV. As for the structure (SMILES): CCOCc1nnc(NC(=O)c2cc(C(=O)OC)cc([N+](=O)[O-])c2)s1. Its orbital gap is 8.57 eV. As for the spin multiplicity: 1.



[4]
The following is a DFT calculation (ωB97M-V/def2-TZVPD) of a single C4H7NOS molecule.

XYZ file:
```
14
C4H7NOS ωB97M-V/def2-TZVPD
C 0.53 -2.51 -1.09
C 0.58 -1.80 0.10
O -0.81 -1.51 0.29
C -1.16 -0.23 0.87
S -0.77 1.17 -0.06
N 0.93 1.20 0.05
C 1.55 2.39 -0.20
H -0.54 -2.43 -1.76
H 1.47 -3.23 -1.34
H 1.30 -1.53 0.87
H -2.21 -0.22 1.16
H -0.57 -0.20 1.93
H 1.01 3.44 -0.48
H 2.68 2.08 -0.14
```

As for the HOMO energy: -0.3124 Eh. As for the lowest unoccupied orbital energy: 0.509 eV. As for the structure (SMILES): C=COCSN=C. Its orbital gap is 9.01 eV. As for the spin multiplicity: 1.



[5]
The following is a DFT calculation (ωB97M-V/def2-TZVPD) of a molecular structure, C28H40AuO6SSe.

XYZ file:
```
77
C28H40AuO6SSe ωB97M-V/def2-TZVPD
Au -0.03 1.34 2.87
C 3.96 -3.40 -1.78
C 2.49 -3.23 -1.37
C 1.73 -2.64 -2.56
C 1.92 -4.62 -1.06
C 2.33 -2.31 -0.16
C 1.07 -2.08 0.36
C 0.90 -1.21 1.42
Se -0.84 -0.97 2.21
C -1.90 -0.12 0.85
C -2.34 -0.85 -0.23
C -3.13 -0.27 -1.21
C -3.45 1.07 -1.03
C -3.04 1.85 0.05
C -2.26 1.23 1.06
O -1.93 1.88 2.16
C -3.48 3.33 0.05
C -2.90 4.20 1.17
C -5.01 3.38 0.15
C -3.04 3.97 -1.27
C -3.61 -1.10 -2.40
C -4.53 -2.22 -1.91
C -2.40 -1.72 -3.12
C -4.38 -0.25 -3.42
C 1.97 -0.53 2.04
O 1.80 0.28 3.06
C 3.27 -0.78 1.52
C 3.40 -1.66 0.45
C 4.49 -0.08 2.12
C 4.60 -0.40 3.62
C 5.78 -0.53 1.45
C 4.37 1.44 1.92
H 4.03 -4.06 -2.64
H 4.55 -3.83 -0.97
H 4.41 -2.44 -2.05
H 1.82 -3.29 -3.44
H 2.11 -1.65 -2.82
H 0.67 -2.53 -2.34
H 2.02 -5.28 -1.92
H 0.87 -4.57 -0.80
H 2.45 -5.07 -0.21
H 0.20 -2.58 -0.07
H -2.06 -1.90 -0.31
H -4.07 1.56 -1.77
H -3.23 3.89 2.16
H -3.25 5.23 0.99
H -1.81 4.21 1.18
H -5.35 2.94 1.09
H -5.49 2.85 -0.67
H -5.34 4.42 0.13
H -1.95 3.94 -1.37
H -3.35 5.02 -1.30
H -3.46 3.48 -2.15
H -4.01 -2.87 -1.20
H -4.86 -2.84 -2.75
H -5.41 -1.82 -1.41
H -1.85 -2.39 -2.46
H -1.71 -0.95 -3.45
H -2.73 -2.30 -3.98
H -5.28 0.18 -2.98
H -4.69 -0.88 -4.26
H -3.77 0.56 -3.81
H 4.39 -1.83 0.07
H 4.72 -1.48 3.76
H 3.73 -0.07 4.16
H 5.48 0.09 4.03
H 5.97 -1.60 1.57
H 6.62 0.01 1.91
H 5.80 -0.29 0.38
H 3.49 1.85 2.41
H 4.32 1.69 0.86
H 5.25 1.94 2.34
O 0.22 5.21 3.33
S 1.04 4.03 3.44
O 2.40 4.22 3.86
O 0.34 2.97 4.32
O 0.98 3.21 2.14
```

As for the HOMO energy (spin up / spin down): -0.1860 / -0.1901 Eh. As for the lowest unoccupied orbital energy (spin up / spin down): 2.264 / 0.171 eV. As for the charge: -1. Its orbital gap (spin up / spin down) is 7.33 / 5.34 eV. As for the spin multiplicity: 3. Its expectation value of S² is 2.0144.



[6]
The following is a DFT calculation (ωB97M-V/def2-TZVPD) of 4 unconnected molecules or ions with the total composition C27H66BFN5O7.

XYZ file:
```
107
C27H66BFN5O7 ωB97M-V/def2-TZVPD
C 7.05 -1.57 -3.00
C 5.84 -0.84 -2.38
B 5.45 -1.58 -1.05
O 6.36 -1.66 -0.04
C 4.06 -2.33 -0.70
C 4.38 -3.73 -0.17
C 4.96 -4.60 -1.28
C 4.00 -4.67 -2.46
C 3.57 -3.29 -2.94
N 3.08 -2.43 -1.82
F 1.97 -3.13 -1.32
C 2.58 -1.09 -2.30
C 1.13 -0.81 -1.95
N 0.85 0.56 -2.44
H 7.52 -0.97 -3.77
H 6.76 -2.53 -3.43
H 7.80 -1.79 -2.24
H 6.16 0.18 -2.15
H 5.06 -0.78 -3.13
H 6.38 -0.85 0.49
H 3.55 -1.78 0.09
H 5.09 -3.63 0.64
H 3.50 -4.21 0.24
H 5.93 -4.21 -1.61
H 5.13 -5.61 -0.91
H 3.12 -5.24 -2.20
H 4.46 -5.17 -3.31
H 2.73 -3.38 -3.63
H 4.36 -2.75 -3.46
H 3.20 -0.32 -1.85
H 2.69 -1.08 -3.38
H 0.47 -1.48 -2.50
H 0.96 -0.91 -0.88
H 1.61 1.16 -2.13
H 0.06 0.90 -1.89
C 11.68 -0.56 4.41
O 11.34 -1.63 3.55
C 10.97 -2.84 4.21
C 9.51 -3.14 4.00
N 8.66 -2.18 4.69
C 7.24 -2.27 4.38
C 6.81 -2.02 2.95
O 6.97 -0.68 2.51
C 8.28 -0.35 2.05
H 12.08 0.23 3.79
H 10.82 -0.18 4.96
H 12.45 -0.87 5.13
H 11.21 -2.78 5.28
H 11.56 -3.64 3.78
H 9.29 -4.14 4.39
H 9.33 -3.16 2.91
H 8.99 -1.25 4.49
H 6.72 -1.56 5.02
H 6.89 -3.27 4.67
H 5.73 -2.21 2.89
H 7.28 -2.70 2.23
H 8.77 -1.21 1.58
H 8.91 0.02 2.86
H 8.19 0.45 1.32
C -3.64 5.26 0.40
O -3.99 5.03 -0.95
C -2.89 4.75 -1.80
C -2.93 3.31 -2.29
N -2.66 2.38 -1.20
C -2.89 0.98 -1.53
C -4.29 0.53 -1.91
O -5.22 0.57 -0.85
C -5.85 1.83 -0.63
H -4.54 5.61 0.90
H -3.29 4.36 0.91
H -2.87 6.03 0.49
H -1.94 4.96 -1.30
H -2.97 5.41 -2.67
H -2.17 3.18 -3.06
H -3.91 3.15 -2.75
H -3.25 2.62 -0.41
H -2.59 0.39 -0.66
H -2.21 0.72 -2.35
H -4.23 -0.52 -2.21
H -4.68 1.08 -2.78
H -5.99 2.37 -1.57
H -5.28 2.45 0.06
H -6.83 1.64 -0.20
C -9.39 1.47 -1.92
O -9.22 2.09 -0.66
C -9.72 3.42 -0.58
C -10.93 3.49 0.33
N -12.07 2.82 -0.27
C -13.23 2.68 0.61
C -13.08 1.85 1.88
O -12.89 0.47 1.65
C -11.56 0.06 1.42
H -8.83 0.54 -1.90
H -10.44 1.23 -2.13
H -9.01 2.10 -2.73
H -9.95 3.80 -1.57
H -8.93 4.04 -0.15
H -11.18 4.55 0.48
H -10.64 3.07 1.30
H -11.79 1.90 -0.58
H -14.04 2.24 0.02
H -13.56 3.69 0.90
H -14.01 1.94 2.44
H -12.28 2.24 2.53
H -10.85 0.68 1.98
H -11.30 0.08 0.36
H -11.47 -0.97 1.77
```

As for the HOMO energy: -0.3531 Eh. As for the lowest unoccupied orbital energy: -2.535 eV. As for the charge: +1. Its orbital gap is 7.07 eV. As for the spin multiplicity: 1.



| no. | DFT total energy (a.u.) |
| --- | --- |
| 1 | -1830.6248 |
| 2 | -846.4202 |
| 3 | -1610.4461 |
| 4 | -684.6170 |
| 5 | -4477.7014 |
| 6 | -1993.1149 |